Computed, not measured: a molecular structure, C41H45N4O4TaTe at a distorted geometry, with ωB97M-V/def2-TZVPD.

Values from the calculation:
Orbital gap (spin up / spin down): 3.7 / 3.9 eV
Energy: -2433.32421 hartree
LUMO energy (spin up / spin down): -0.44356 / -0.43492 Eh
Relative energy (zero: lowest compared OMol25 entry of this formula, charge and spin): 84.5 kcal per mole

ORCA input file:
```
! RIJCOSX wB97M-V def2-TZVPD def2/J DEFGRID3
* xyz 3 2
Ta 2.07995 -2.72894 0.81789
O 5.82963 -1.88266 1.94842
C 4.71010 -2.15705 2.20810
O 3.78914 -2.52429 1.27859
C 4.08713 -2.09375 3.55860
C 4.88272 -1.97228 4.68182
C 4.26421 -1.96755 5.92680
C 2.88368 -2.06569 5.98830
C 2.16316 -2.14809 4.80301
N 2.74254 -2.17028 3.60656
H 5.95593 -1.89990 4.57149
H 4.85318 -1.90266 6.83154
H 2.36646 -2.07564 6.93684
H 1.08273 -2.21368 4.80725
C -2.01545 1.63481 2.94166
C -0.78889 2.45293 3.35925
N -0.52638 3.54435 2.43700
C -1.38201 4.73219 2.52088
C -2.23923 4.94517 1.27403
C 0.52233 3.60231 1.58465
O 0.69411 4.50985 0.79242
C 1.56794 2.51099 1.58176
C 2.91190 2.88557 1.61847
C 3.88479 1.92982 1.37798
C 3.48799 0.63886 1.06783
N 2.20246 0.26793 1.03161
C 1.27237 1.19181 1.29785
H -2.07444 0.73530 3.55624
H -1.95217 1.34878 1.88784
H -2.93223 2.20610 3.07915
H 0.08762 1.80907 3.40889
H -0.95444 2.86846 4.35563
H -0.73726 5.60543 2.64899
H -2.00883 4.63652 3.40627
H -1.61749 5.08928 0.39458
H -2.84979 5.83625 1.41183
H -2.89206 4.08651 1.10793
H 3.18213 3.91664 1.80285
H 4.93454 2.18641 1.38557
H 4.21980 -0.11134 0.79689
H 0.23849 0.86123 1.23447
C -2.51633 5.17817 -3.20941
C -1.98863 3.86385 -2.75038
C -0.67124 3.48289 -3.00492
C -0.18868 2.25368 -2.60500
C 1.24740 1.89157 -2.88941
C -1.04219 1.35034 -1.93257
Te 0.13892 -0.31370 -1.27308
N -1.30791 -1.28900 -0.28918
C -0.96468 -2.31787 0.37577
O 0.33709 -2.70961 0.43372
C -1.95584 -3.09422 1.11983
C -2.98272 -2.44091 1.80505
C -3.96242 -3.18117 2.43899
C -3.94893 -4.56956 2.35651
C -2.92326 -5.22091 1.68250
C -1.90976 -4.49164 1.08925
C 0.35072 -1.57670 -2.97186
C 1.65964 -1.99139 -3.26853
C 2.91181 -1.52312 -2.55889
C 1.83419 -2.88176 -4.31861
C 0.76693 -3.33657 -5.08866
C 0.98634 -4.28216 -6.22125
C -0.51454 -2.88319 -4.77634
C -0.75474 -2.01488 -3.72159
C -2.16924 -1.59892 -3.43796
C -2.37605 1.71337 -1.64634
C -3.39253 0.84978 -0.95242
C -2.80302 2.96552 -2.06815
H -1.72242 5.85250 -3.51982
H -3.12740 5.65435 -2.44286
H -3.17648 5.02568 -4.06768
H -0.01661 4.17570 -3.51719
H 1.73419 2.66927 -3.47397
H 1.30726 0.96251 -3.46556
H 1.81593 1.79074 -1.95500
H -2.97989 -1.36050 1.87092
H -4.74359 -2.67268 2.98641
H -4.73515 -5.15023 2.81848
H -2.92396 -6.29916 1.61121
H -1.10511 -4.99347 0.56426
H 2.72939 -0.81618 -1.74331
H 3.56888 -1.03091 -3.27779
H 3.47777 -2.38241 -2.17373
H 2.83445 -3.22513 -4.55352
H 2.04095 -4.50346 -6.36284
H 0.57953 -3.86928 -7.14549
H 0.45420 -5.21917 -6.04594
H -1.35303 -3.22209 -5.37268
H -2.81875 -2.47385 -3.42143
H -2.53193 -0.94720 -4.23446
H -2.25255 -1.08151 -2.48824
H -2.93969 0.07908 -0.34869
H -4.03489 0.36758 -1.69271
H -4.04072 1.46622 -0.33139
H -3.82703 3.25296 -1.86174
*
```

These are the Löwdin partial charges, in e, on atoms 1 to 6: atom 1 (Ta): 1.9706, atom 2 (O): 0.2324, atom 3 (C): -0.4823, atom 4 (O): -0.2528, atom 5 (C): -0.1964, atom 6 (C): 0.0592

Computed, not measured: C5H12S in the gas phase at a distorted geometry, with ωB97M-V/def2-TZVPD.

Values from the calculation:
SMILES: CSCC(C)C
Orbital gap: 9.5 eV
Energy: -595.85914 hartree
LUMO energy: 0.03783 Eh
Relative energy (zero: lowest compared OMol25 entry of this formula, charge and spin): 14.4 kcal per mole

ORCA input file:
```
! RIJCOSX wB97M-V def2-TZVPD def2/J DEFGRID3
* xyz 0 1
C 1.66801 -0.66450 1.72800
S 1.49614 -0.71700 -0.09833
C 0.33511 0.64845 -0.34241
C -1.20404 0.32904 -0.11105
C -1.86150 1.66158 -0.02822
C -1.77099 -0.70175 -1.18394
H 0.66135 -0.52917 2.17627
H 2.20344 -1.62896 2.01607
H 2.26013 0.22291 2.04148
H 0.59170 1.58387 0.11427
H 0.44964 0.82910 -1.40876
H -1.27598 -0.18024 0.80681
H -1.75560 2.23220 -0.94758
H -2.91913 1.48036 0.13039
H -1.35634 2.33388 0.72547
H -1.99886 0.05899 -2.02388
H -2.78858 -1.16629 -1.06281
H -1.00959 -1.40164 -1.36862
*
```

These are the Löwdin partial charges, in e, on atoms 1 to 6: atom 1 (C): -0.4150, atom 2 (S): 0.7793, atom 3 (C): -0.5010, atom 4 (C): -0.4780, atom 5 (C): -0.1136, atom 6 (C): -0.0599

Computed, not measured: 4 unconnected molecules or ions with the total composition C4H17N2O4S at a distorted geometry, with ωB97M-V/def2-TZVPD.

Values from the calculation:
Orbital gap: 7.3 eV
Energy: -971.25282 hartree
LUMO energy: 0.11018 Eh
Relative energy (zero: lowest compared OMol25 entry of this formula, charge and spin): 20.5 kcal per mole

ORCA input file:
```
! RIJCOSX wB97M-V def2-TZVPD def2/J DEFGRID3
* xyz -1 1
C -1.08673 0.21802 -1.23534
N -1.90933 0.64729 -0.09765
C 0.09360 -0.72131 -0.91651
C 1.12632 -1.03030 -2.13613
S 0.17254 -1.50435 -3.66465
N 1.02455 -0.42268 0.13737
C 0.64174 -0.99210 1.43409
O -0.32799 -0.25732 2.02541
H -1.72302 -0.15929 -2.02278
H -0.56567 1.23197 -1.55235
H -2.15646 -0.14798 0.47294
H -1.27795 1.18156 0.53043
H -0.32588 -1.72803 -0.80728
H 1.81338 -0.12602 -2.49225
H 1.80160 -1.87454 -2.12547
H -0.74529 -0.57556 -3.90748
H 1.36009 0.58808 0.21906
H 0.44273 -2.05691 1.28348
H 1.52012 -0.98345 2.08102
H 1.57551 2.86568 0.09708
H 0.85755 2.20254 -1.11683
O 1.60522 2.76673 -0.89114
H -1.92035 -1.95919 3.31412
H -1.78509 -1.01150 2.02557
O -2.40546 -1.65774 2.62386
H 0.65820 2.51323 2.61550
H 0.54241 1.06373 2.16307
O 0.99366 1.92943 1.94286
*
```

These are the Löwdin partial charges, in e, on atoms 1 to 6: atom 1 (C): -0.2586, atom 2 (N): 0.0053, atom 3 (C): -0.4090, atom 4 (C): -0.4643, atom 5 (S): 0.6114, atom 6 (N): -0.0344

Computed, not measured: a molecular structure, C16H15BrTb at a distorted geometry, with ωB97M-V/def2-TZVPD.

Values from the calculation:
Orbital gap (spin up / spin down): 6.6 / 6.5 eV
Energy: -4017.22765 hartree
LUMO energy (spin up / spin down): 0.10053 / 0.10050 Eh

ORCA input file:
```
! RIJCOSX wB97M-V def2-TZVPD def2/J DEFGRID3
* xyz -1 7
C -2.25318 -0.76331 -1.21706
C -2.03614 -1.23352 0.12349
C -1.91304 -0.09596 0.96951
H -2.02809 -2.27297 0.44612
C -2.00065 1.08197 0.16711
C -2.23146 0.66112 -1.17896
H -2.41639 1.32860 -2.00952
H -2.41817 -1.40837 -2.07536
H -1.78605 -0.14558 2.04935
H -1.96060 2.11297 0.52472
Tb 0.12634 -0.10959 -1.01141
Br 0.63115 -2.74493 -0.91370
C 1.77262 0.81665 -2.60478
C 0.58975 1.58039 -2.91407
C -0.37118 0.69448 -3.47419
H 0.51830 2.67689 -2.94514
C 0.14553 -0.62697 -3.41506
C 1.50315 -0.54465 -2.95039
H 2.14713 -1.40277 -2.76314
H 2.67031 1.20153 -2.11343
H -1.25816 0.99724 -4.04996
H -0.36017 -1.53040 -3.77496
C 1.13124 -0.18773 4.35976
C 1.26406 -1.27760 3.50721
C 1.32294 -1.06740 2.10248
C 1.13999 0.19678 1.59355
C 1.09939 1.29505 2.41057
C 1.07781 1.09922 3.81897
H 1.06024 -0.34836 5.44002
H 1.29211 -2.29453 3.91092
H 1.47391 -1.93428 1.45796
H 1.07728 2.31210 2.02039
H 0.99002 1.93393 4.50901
*
```

These are the Löwdin partial charges, in e, on atoms 1 to 6: atom 1 (C): -0.2843, atom 2 (C): -0.2456, atom 3 (C): -0.1754, atom 4 (H): 0.0818, atom 5 (C): -0.1895, atom 6 (C): -0.2928

Computed, not measured: C9H9N3 in the gas phase at a distorted geometry, with ωB97M-V/def2-TZVPD.

Values from the calculation:
Orbital gap (spin up / spin down): 7.0 / 5.8 eV
Energy: -512.41447 hartree
LUMO energy (spin up / spin down): 0.03094 / -0.07794 Eh
Relative energy (zero: lowest compared OMol25 entry of this formula, charge and spin): 0.0 kcal per mole

ORCA input file:
```
! RIJCOSX wB97M-V def2-TZVPD def2/J DEFGRID3
* xyz 0 3
C 1.52309 0.15564 -2.58845
C 2.01842 1.18621 -1.73380
C 0.64655 -0.75826 -2.12595
C 1.67483 1.21672 -0.43100
C 0.14343 -0.72665 -0.76967
C 0.79171 0.23300 0.14488
C -1.56264 -1.71571 0.62416
C -2.57515 -0.97252 0.99154
C -3.55812 -0.21290 1.35908
N -0.78444 -1.56601 -0.49594
N 0.57550 0.06817 1.41336
N 1.18577 0.75996 2.35263
H 1.86674 0.12754 -3.61249
H 2.67947 1.93393 -2.15007
H 0.24606 -1.52769 -2.76598
H 2.06526 1.99884 0.20832
H -1.43916 -2.69137 1.09291
H -3.44771 0.52759 2.13956
H -4.54969 -0.29376 0.93443
H 1.72500 1.59647 2.14689
H 0.77508 0.66080 3.26559
*
```

These are the Löwdin partial charges, in e, on atoms 1 to 6: atom 1 (C): -0.0977, atom 2 (C): -0.0956, atom 3 (C): -0.0199, atom 4 (C): -0.0397, atom 5 (C): -0.2481, atom 6 (C): -0.2217

Computed, not measured: a molecular structure, C15H19ClN4O2S at a distorted geometry, with ωB97M-V/def2-TZVPD.

Values from the calculation:
Orbital gap: 9.1 eV
Energy: -1810.33695 hartree
LUMO energy: 0.01097 Eh
Relative energy (zero: lowest compared OMol25 entry of this formula, charge and spin): 355.0 kcal per mole

ORCA input file:
```
! RIJCOSX wB97M-V def2-TZVPD def2/J DEFGRID3
* xyz 0 1
C 2.63939 -2.18132 2.93242
C 1.91652 -1.72463 4.05360
C 2.68276 -1.81745 5.31149
H 3.10143 -2.86071 5.58790
H 3.87124 -1.36121 5.23423
H 2.35217 -1.38188 6.36356
H 1.13389 -2.13959 4.45461
O 1.58288 -0.49028 3.96692
C 0.31478 -0.15298 3.83095
O -0.57610 -0.77466 3.91333
C 0.03006 1.41827 3.48820
H -0.11300 1.90519 4.36259
H 1.32362 1.65706 2.87391
S -1.23434 1.66420 2.21863
C -0.68953 0.20607 1.13686
N 0.44994 -0.22872 1.28715
N 0.50670 -1.21352 0.18811
C -0.72675 -1.08522 -0.34124
N -1.64111 -0.19227 0.06897
C -2.86045 0.44954 -0.14392
H -3.19762 0.83626 0.65462
H -3.55686 -0.37099 -0.23938
H -2.86869 1.01340 -1.06090
C -1.27777 -1.87053 -1.40757
N -2.06519 -1.51893 -2.55697
C -1.27034 -0.37800 -3.43958
C 0.22378 0.09823 -3.10044
C 0.45983 1.01457 -3.88971
C 0.02655 1.64544 -4.90092
C -1.25434 1.14439 -5.31791
C -1.99885 0.06583 -4.49292
H -2.84358 -0.37853 -4.73060
H -1.85052 1.46393 -6.18009
H 0.58299 2.26950 -5.61361
Cl 2.27820 1.62128 -3.45645
H 0.37976 -0.24064 -2.20644
H -2.68284 -1.90742 -3.04578
H -1.97462 -2.50006 -1.06807
H -0.39515 -2.56287 -1.84131
H 2.72131 -3.26966 3.21952
H 3.65937 -1.58549 2.77853
H 1.98852 -1.88353 2.27330
*
```

These are the Löwdin partial charges, in e, on atoms 1 to 6: atom 1 (C): 0.0000, atom 2 (C): -0.6492, atom 3 (C): -0.0696, atom 4 (H): 0.0911, atom 5 (H): 0.1404, atom 6 (H): 0.1157